1.
{"formula": "C23H27N3O4S", "method": "ωB97M-V/def2-TZVPD", "symbols": ["C", "C", "O", "C", "C", "C", "C", "C", "C", "N", "C", "O", "C", "S", "C", "N", "C", "N", "C", "O", "C", "C", "C", "C", "C", "C", "C", "C", "O", "C", "C", "H", "H", "H", "H", "H", "H", "H", "H", "H", "H", "H", "H", "H", "H", "H", "H", "H", "H", "H", "H", "H", "H", "H", "H", "H", "H", "H"], "coordinates": [[2.005, 1.053, 0.759], [1.751, 2.493, 1.189], [0.779, 3.135, 0.385], [-0.497, 2.651, 0.295], [-1.132, 2.925, -0.910], [-2.430, 2.522, -1.158], [-3.144, 1.849, -0.180], [-4.521, 1.305, -0.457], [-4.567, -0.221, -0.236], [-3.340, -0.852, -0.667], [-2.427, -1.267, 0.242], [-2.699, -1.447, 1.420], [-1.062, -1.539, -0.228], [-0.093, -2.313, 1.003], [1.283, -2.247, -0.021], [2.490, -2.722, 0.357], [3.431, -2.573, -0.509], [3.276, -1.994, -1.725], [2.074, -1.478, -2.210], [2.030, -0.972, -3.315], [1.003, -1.641, -1.249], [-0.355, -1.229, -1.363], [-0.875, -0.529, -2.575], [4.514, -1.948, -2.479], [5.405, -2.968, -1.763], [4.855, -2.994, -0.332], [-2.534, 1.611, 1.045], [-1.220, 1.980, 1.303], [-0.583, 1.716, 2.482], [-1.177, 0.848, 3.434], [-2.109, 1.585, 4.393], [2.849, 0.644, 1.309], [1.130, 0.442, 0.964], [2.218, 1.013, -0.308], [2.650, 3.099, 1.035], [1.473, 2.529, 2.247], [-0.564, 3.451, -1.661], [-2.883, 2.733, -2.116], [-5.260, 1.773, 0.196], [-4.791, 1.534, -1.490], [-5.412, -0.654, -0.780], [-4.674, -0.459, 0.824], [-3.034, -0.649, -1.603], [-0.049, -0.345, -3.258], [-1.320, 0.429, -2.303], [-1.612, -1.142, -3.095], [4.927, -0.935, -2.432], [4.316, -2.188, -3.525], [5.289, -3.950, -2.222], [6.455, -2.690, -1.804], [5.360, -2.265, 0.306], [4.926, -3.967, 0.149], [-3.102, 1.107, 1.808], [-1.691, 0.016, 2.941], [-0.328, 0.442, 3.993], [-1.565, 2.376, 4.903], [-2.493, 0.886, 5.130], [-2.945, 2.034, 3.863]], "forces_ev_per_angstrom": [[-0.188, 0.420, 0.018], [0.549, -0.370, 0.274], [-0.427, 0.175, 0.030], [-0.052, 0.029, -0.189], [0.157, -0.067, 0.221], [-0.119, 0.002, 0.138], [-0.048, 0.207, -0.103], [0.090, -0.117, 0.082], [-0.225, 0.076, 0.083], [-0.107, -0.099, -0.214], [-0.130, -0.106, -0.365], [-0.138, -0.053, 0.276], [0.654, -0.110, 0.134], [0.213, 0.112, -0.417], [-0.406, 0.310, -0.519], [0.403, -0.332, 0.515], [-0.269, -0.083, 0.328], [-0.066, -0.083, 0.002], [-0.125, -0.023, 0.179], [0.098, 0.099, -0.240], [0.123, -0.287, 0.457], [-0.366, -0.065, 0.309], [0.018, 0.120, -0.118], [0.310, 0.159, -0.459], [-0.028, 0.031, 0.052], [0.173, -0.060, -0.050], [0.043, 0.130, 0.059], [0.125, 0.003, 0.023], [0.062, 0.367, -0.371], [-0.242, -0.230, 0.397], [0.280, -0.041, -0.329], [0.103, -0.080, 0.082], [-0.082, -0.134, 0.013], [0.059, -0.020, -0.105], [-0.104, -0.081, 0.059], [0.102, 0.070, -0.198], [0.109, 0.053, -0.073], [-0.060, 0.001, -0.101], [-0.090, 0.011, -0.067], [-0.037, 0.055, 0.021], [0.018, 0.028, 0.143], [-0.065, 0.006, -0.162], [0.148, -0.047, 0.063], [-0.130, 0.032, -0.046], [-0.065, 0.012, -0.025], [-0.080, -0.015, -0.074], [-0.033, -0.083, -0.066], [0.047, 0.074, 0.114], [0.009, 0.019, -0.014], [0.006, -0.033, -0.047], [-0.012, 0.006, 0.029], [-0.040, 0.042, 0.050], [0.002, -0.126, 0.127], [0.118, 0.083, -0.007], [-0.128, -0.013, -0.087], [0.013, 0.060, 0.072], [-0.070, -0.065, 0.105], [-0.103, 0.033, -0.007]], "lumo_ev": 0.31, "orbital_gap_ev": 8.209, "total_energy_ev": -47786.3898}



2.
{"formula": "C23H27N3O5", "method": "ωB97M-V/def2-TZVPD", "symbols": ["O", "C", "N", "C", "C", "C", "N", "C", "C", "O", "C", "C", "C", "C", "C", "C", "N", "C", "O", "C", "C", "O", "C", "C", "C", "C", "C", "C", "O", "C", "C", "H", "H", "H", "H", "H", "H", "H", "H", "H", "H", "H", "H", "H", "H", "H", "H", "H", "H", "H", "H", "H", "H", "H", "H", "H", "H", "H"], "coordinates": [[0.873, -1.923, -3.353], [1.020, -0.918, -2.912], [1.017, 0.245, -3.565], [1.076, 0.127, -4.984], [-0.406, 0.566, -5.216], [-1.037, 1.805, -4.706], [-2.335, 2.269, -5.154], [-3.561, 1.445, -4.423], [-4.828, 1.986, -4.656], [-4.851, 2.205, -6.236], [-4.052, 3.178, -6.672], [-2.524, 2.568, -6.442], [1.036, -0.838, -1.271], [2.053, 0.227, -0.584], [2.122, 0.264, 0.679], [1.295, -0.776, 1.512], [1.277, -0.671, 2.926], [2.052, -0.037, 3.660], [2.800, 1.338, 3.447], [1.882, -0.209, 5.232], [3.386, -0.442, 5.676], [3.228, -0.664, 7.117], [2.126, -1.542, 7.373], [2.031, -2.183, 8.927], [1.217, -2.978, 9.178], [0.173, -3.335, 8.332], [0.143, -2.587, 7.178], [1.198, -1.733, 6.553], [1.017, -1.277, 5.521], [0.662, -1.872, 0.874], [0.518, -1.755, -0.508], [1.178, 1.070, -2.998], [1.215, -0.660, -5.351], [1.755, 1.058, -5.351], [-0.943, -0.134, -4.747], [-0.639, 0.374, -6.330], [-0.953, 2.090, -3.545], [-0.560, 2.480, -5.121], [-3.240, 1.419, -3.309], [-3.514, 0.493, -4.978], [-5.577, 1.575, -4.348], [-4.762, 2.953, -4.193], [-4.225, 3.118, -7.765], [-4.103, 4.089, -6.272], [-1.675, 3.162, -7.002], [-2.518, 1.580, -7.048], [2.552, 0.897, -1.168], [2.733, 0.870, 1.173], [0.892, -1.258, 3.383], [1.514, 0.776, 5.590], [3.617, -1.456, 5.347], [3.925, 0.394, 5.866], [2.779, -1.844, 9.503], [0.984, -3.424, 10.155], [-0.814, -4.073, 8.349], [-0.553, -2.943, 6.177], [0.217, -2.488, 1.491], [0.108, -2.602, -1.013]], "forces_ev_per_angstrom": [[-1.203, -10.836, -5.371], [0.213, 8.586, 8.512], [2.402, -0.661, 2.194], [-3.511, 17.899, 4.491], [0.357, -1.118, -4.527], [-3.095, -1.851, 4.796], [-2.452, -1.571, 6.492], [6.065, -1.601, -0.382], [7.039, 7.996, -6.464], [-3.553, -2.210, 4.476], [4.691, -4.259, -3.182], [-0.953, 0.030, -6.016], [4.844, 5.517, -1.756], [-5.033, -4.257, -5.214], [-3.718, -4.668, 5.137], [0.987, 0.371, -2.992], [5.107, 6.522, -10.070], [4.790, 11.288, 4.592], [-3.475, -7.681, 0.351], [2.604, 2.095, -3.865], [-5.109, -3.289, 3.261], [-1.484, -1.854, 1.200], [6.688, 1.012, 8.601], [9.929, 11.136, -9.599], [-11.534, -11.145, 6.305], [-4.258, -0.003, -4.706], [-1.440, -2.537, -4.796], [-3.812, -8.866, 13.836], [-2.157, 6.782, -15.610], [3.232, 6.997, -0.019], [-0.766, -3.009, 0.084], [0.047, -0.084, -0.841], [2.626, -11.840, -4.955], [-1.083, -2.591, 0.358], [-1.858, -3.607, 1.543], [0.045, 0.829, 1.325], [-0.146, -1.370, -2.304], [5.497, 7.029, -3.485], [-0.576, -0.280, -1.924], [0.192, -0.351, 0.878], [-8.541, -5.298, 2.811], [-0.635, 1.142, -0.108], [0.307, 0.844, 0.419], [-0.658, 3.802, 1.770], [-1.406, -0.544, 1.605], [-0.348, 1.127, 0.016], [1.409, 1.542, -1.670], [2.278, 2.596, 2.349], [-7.151, -10.183, 6.805], [0.066, -0.856, 0.012], [1.267, 0.606, -1.008], [2.322, 2.467, -1.868], [2.480, 1.173, 2.070], [1.190, 0.286, 0.214], [3.229, 1.791, 0.943], [1.171, 0.993, 3.239], [-2.372, -3.636, 2.444], [-0.748, -0.401, -0.401]], "lumo_ev": -0.30, "orbital_gap_ev": 7.783, "total_energy_ev": -38975.8107}



3.
{"formula": "C23H27N3O5", "method": "ωB97M-V/def2-TZVPD", "symbols": ["C", "C", "O", "C", "C", "C", "N", "C", "O", "N", "C", "C", "C", "O", "N", "C", "C", "C", "C", "C", "C", "C", "C", "C", "O", "C", "C", "C", "O", "C", "C", "H", "H", "H", "H", "H", "H", "H", "H", "H", "H", "H", "H", "H", "H", "H", "H", "H", "H", "H", "H", "H", "H", "H", "H", "H", "H", "H"], "coordinates": [[4.888, 5.606, 0.399], [3.825, 4.532, 0.563], [4.002, 3.595, -0.483], [3.182, 2.532, -0.567], [2.143, 2.255, 0.304], [1.357, 1.118, 0.121], [0.322, 0.818, 0.978], [-0.478, -0.284, 0.870], [-1.355, -0.499, 1.686], [-0.226, -1.115, -0.197], [-1.108, -2.268, -0.348], [-0.792, -3.391, 0.653], [-2.080, -3.953, 1.257], [-2.470, -5.085, 1.061], [-2.709, -3.058, 2.041], [-4.031, -3.271, 2.575], [-5.116, -2.657, 1.669], [-4.764, -1.245, 1.291], [-4.706, -0.245, 2.254], [-4.314, 1.037, 1.918], [-3.974, 1.340, 0.611], [-4.042, 0.357, -0.360], [-4.435, -0.926, -0.020], [0.784, -0.931, -1.143], [0.930, -1.715, -2.056], [1.609, 0.255, -0.941], [2.661, 0.533, -1.825], [3.448, 1.649, -1.655], [4.486, 2.009, -2.444], [4.820, 1.181, -3.543], [6.015, 1.808, -4.242], [4.788, 6.350, 1.184], [5.876, 5.159, 0.452], [4.779, 6.089, -0.568], [2.822, 4.976, 0.505], [3.934, 4.034, 1.537], [1.926, 2.908, 1.134], [0.123, 1.429, 1.758], [-2.131, -1.910, -0.209], [-0.981, -2.621, -1.372], [-0.247, -4.200, 0.168], [-0.181, -2.998, 1.467], [-2.352, -2.109, 2.074], [-4.075, -2.823, 3.571], [-4.187, -4.349, 2.655], [-6.070, -2.685, 2.200], [-5.206, -3.266, 0.768], [-4.967, -0.475, 3.278], [-4.269, 1.802, 2.679], [-3.660, 2.340, 0.348], [-3.781, 0.586, -1.384], [-4.491, -1.690, -0.784], [2.816, -0.165, -2.630], [3.968, 1.109, -4.232], [5.070, 0.171, -3.190], [6.305, 1.201, -5.095], [5.762, 2.808, -4.584], [6.852, 1.880, -3.553]], "forces_ev_per_angstrom": [[-0.258, -0.370, -0.060], [0.006, 0.347, 0.312], [-0.005, -0.214, -0.191], [-0.032, -0.188, -0.135], [0.111, 0.172, 0.034], [0.295, -0.416, -0.697], [-0.087, 0.245, 0.290], [0.122, 0.277, 0.137], [-0.147, -0.118, 0.169], [-0.091, -0.094, -0.177], [-0.198, -0.145, -0.045], [-0.143, -0.159, -0.079], [0.623, 0.222, 0.004], [-0.210, -0.413, -0.179], [-0.239, 0.337, 0.341], [-0.193, -0.206, -0.126], [0.169, -0.078, 0.191], [-0.144, -0.065, -0.097], [-0.016, -0.004, -0.044], [0.004, 0.080, 0.080], [0.035, 0.118, -0.058], [0.055, 0.061, -0.093], [-0.087, 0.003, 0.041], [0.066, 0.118, -0.020], [0.097, -0.047, -0.074], [0.082, 0.433, 0.305], [0.147, 0.224, 0.045], [-0.136, -0.083, 0.068], [0.060, 0.188, 0.105], [0.157, -0.140, -0.291], [-0.348, -0.089, 0.287], [0.001, 0.081, 0.073], [0.112, -0.003, 0.028], [0.002, 0.090, -0.073], [0.076, -0.119, 0.018], [-0.074, 0.008, -0.122], [0.033, 0.121, 0.078], [-0.060, -0.211, -0.098], [0.202, -0.057, -0.047], [-0.065, 0.094, 0.179], [-0.052, 0.010, 0.080], [0.007, 0.002, -0.014], [0.117, -0.101, -0.105], [-0.035, -0.074, -0.031], [-0.006, 0.133, 0.116], [-0.055, -0.047, -0.044], [-0.046, -0.014, 0.013], [-0.030, -0.031, 0.135], [0.000, 0.060, 0.061], [0.006, 0.077, -0.017], [0.004, 0.026, -0.081], [-0.004, -0.085, -0.042], [0.069, -0.036, -0.109], [0.042, -0.037, 0.116], [-0.097, 0.083, -0.016], [0.045, -0.051, -0.094], [0.002, 0.090, -0.073], [0.111, -0.003, 0.031]], "lumo_ev": 0.39, "orbital_gap_ev": 8.641, "total_energy_ev": -38999.3749}



- Which formula does entry 2 have?
  C23H27N3O5



- Which formula does entry 1 have?
  C23H27N3O4S